C61H150F12N9O17 | ωB97M-V with the def2-TZVPD basis set

HOMO energy = -7.54 eV
E = -146454.8276 eV
Net charge = +5
LUMO energy = -6.08 eV

Last column: Löwdin charge in e.
Element x y z (Å)
C -22.7776 7.8980 21.1163  -0.014
N -21.3765 7.8280 21.6212  -0.315
C -20.7274 9.1131 21.1379  0.012
C -21.2931 7.6877 23.1441  0.014
C -20.6063 6.5614 21.1044  -0.059
C -19.1325 6.8291 21.0016  -0.230
O -18.6446 7.4095 22.1963  -0.090
H -23.4123 8.6900 21.4474  0.104
H -23.3448 7.0099 21.3678  0.110
H -22.7720 7.9296 20.0290  0.113
H -19.7240 9.2001 21.6629  0.131
H -21.3804 9.8960 21.3737  0.084
H -20.6603 9.2275 20.0631  0.114
H -20.2872 7.7983 23.4795  0.080
H -21.8936 6.7845 23.5295  0.142
H -21.9264 8.5384 23.5637  0.130
H -21.1146 6.2059 20.2519  0.120
H -20.8010 5.8423 21.9309  0.140
H -18.7483 7.5071 20.2071  0.140
H -18.5720 5.8830 20.7461  0.155
H -18.4199 6.7983 22.9077  0.120
C -38.9836 8.0139 10.6949  0.008
N -40.1572 8.4145 9.8575  -0.355
C -40.7821 9.7040 10.3783  0.047
C -39.7523 8.5935 8.4144  0.028
C -41.2330 7.3218 9.8237  -0.118
C -42.1210 7.1521 10.9993  -0.235
O -41.4541 6.8687 12.2401  -0.057
H -38.2501 8.8069 10.6551  0.106
H -38.4972 7.0393 10.3545  0.147
H -39.2179 7.9632 11.7241  0.080
H -40.1438 10.5247 10.1433  0.105
H -40.8435 9.5116 11.4521  0.114
H -41.7560 9.8484 9.9254  0.116
H -39.3958 7.6161 8.0729  0.119
H -38.9245 9.3179 8.4607  0.121
H -40.6192 8.9567 7.9072  0.106
H -40.7597 6.4100 9.4823  0.144
H -41.8988 7.6545 9.0579  0.130
H -42.7357 6.3244 10.6451  0.136
H -42.8644 7.9541 11.0303  0.130
H -42.0712 6.6365 12.9795  0.128
C -24.0898 -7.6938 4.5257  0.024
N -22.6482 -7.4976 4.4095  -0.386
C -22.3199 -6.0551 4.6306  0.038
C -21.9245 -8.2621 5.4686  0.011
C -22.1632 -8.0351 3.0798  -0.079
C -22.8260 -7.3969 1.8505  -0.193
O -23.7917 -8.3428 1.3694  -0.050
H -24.3681 -8.7236 4.1925  0.143
H -24.5402 -6.9798 3.8747  0.105
H -24.3208 -7.5638 5.5844  0.096
H -22.9557 -5.5520 3.9223  0.096
H -21.1996 -5.8644 4.6820  0.145
H -22.6952 -5.8714 5.6381  0.110
H -20.8974 -7.9493 5.4643  0.106
H -22.0109 -9.3422 5.2863  0.131
H -22.3028 -8.0119 6.4150  0.062
H -22.4676 -9.0584 3.1419  0.125
H -21.1036 -8.0208 3.0748  0.129
H -22.0394 -7.3230 1.0822  0.138
H -23.2221 -6.4275 2.0237  0.100
H -23.8565 -8.2373 0.4162  0.099
C -32.0751 -5.9225 19.3745  0.013
N -32.6293 -4.9473 18.3697  -0.321
C -33.9790 -4.3297 18.8022  0.035
C -31.7614 -3.6814 18.2504  -0.012
C -32.6410 -5.4910 16.9525  -0.104
C -33.5098 -6.7146 16.6036  -0.201
O -34.8302 -6.3052 16.2974  -0.065
H -31.1349 -6.3363 18.9617  0.110
H -32.8130 -6.7190 19.6372  0.116
H -31.8382 -5.2945 20.2285  0.097
H -34.3797 -3.6893 17.9814  0.107
H -33.8271 -3.7968 19.7063  0.076
H -34.5982 -5.1824 18.9639  0.094
H -30.6813 -3.9250 18.1439  0.105
H -31.9043 -3.1410 19.2339  0.111
H -32.1614 -3.1635 17.3427  0.072
H -31.5940 -5.6522 16.5650  0.131
H -32.9541 -4.5677 16.4299  0.114
H -33.5090 -7.2957 17.5409  0.115
H -33.1333 -7.3189 15.7683  0.133
H -35.4038 -7.0606 16.3353  0.084
C -36.3944 7.7536 24.7730  0.014
N -36.0827 6.5152 23.9652  -0.367
C -35.7330 6.9725 22.5793  0.011
C -34.9844 5.7539 24.6660  0.018
C -37.3321 5.6708 23.8478  -0.099
C -37.7349 4.8572 25.0947  -0.196
O -37.9761 5.7789 26.1777  -0.059
H -35.5374 8.3720 24.6933  0.093
H -36.6446 7.4683 25.8440  0.126
H -37.3100 8.2085 24.3039  0.131
H -34.7326 7.4940 22.5695  0.136
H -36.5730 7.6082 22.2425  0.121
H -35.7087 6.0754 21.9711  0.101
H -34.0439 6.3649 24.7283  0.130
H -34.7505 4.8444 24.1435  0.105
H -35.2805 5.5282 25.7097  0.117
H -37.2711 4.9977 23.0084  0.131
H -38.1649 6.3185 23.6059  0.138
H -37.1625 3.9695 25.3539  0.125
H -38.6821 4.3979 24.8576  0.124
H -38.4996 5.3957 26.8722  0.101
C -24.2069 -9.8104 12.1555  -0.005
N -24.0360 -9.5986 10.6787  -0.338
C -22.8214 -10.3270 10.2751  -0.002
C -25.2719 -10.2334 10.0403  0.032
C -23.8816 -8.1048 10.3829  -0.084
C -23.2414 -7.8239 9.0435  -0.264
O -23.9633 -8.2632 7.9434  -0.108
H -23.2896 -9.6965 12.7095  0.102
H -24.5429 -10.8610 12.2667  0.119
H -24.9212 -9.0849 12.5761  0.115
H -22.7950 -10.4618 9.2164  0.107
H -22.8401 -11.2828 10.7482  0.103
H -21.9966 -9.7395 10.7249  0.129
H -25.3940 -9.9519 9.0480  0.070
H -26.2139 -9.8741 10.5244  0.128
H -25.2769 -11.2972 10.1871  0.104
H -23.2356 -7.7799 11.1672  0.129
H -24.8606 -7.6487 10.5316  0.126
H -22.2440 -8.1805 9.1810  0.106
H -23.2465 -6.7082 8.9813  0.117
H -24.8214 -7.7356 7.9338  0.090
C -21.5417 12.1211 8.9785  -0.015
N -20.6783 11.5367 10.0304  -0.325
C -20.1136 10.2366 9.5174  0.004
C -19.5810 12.5739 10.4357  0.058
C -21.4603 11.3080 11.3064  -0.112
C -22.4859 12.3691 11.6692  -0.206
O -21.8247 13.6399 11.7145  -0.051
H -21.7044 13.1702 9.2193  0.107
H -22.4885 11.5650 8.9157  0.118
H -21.1091 12.1246 7.9333  0.140
H -19.7633 9.5742 10.3020  0.104
H -19.1929 10.4169 8.8634  0.142
H -20.8363 9.6690 8.9605  0.100
H -18.8098 12.0950 11.0111  0.106
H -20.0932 13.2459 11.0871  0.068
H -19.1142 12.9852 9.5449  0.117
H -20.7785 11.2783 12.1318  0.134
H -21.9627 10.3549 11.2109  0.142
H -22.9784 12.0610 12.6025  0.138
H -23.3482 12.3553 10.9072  0.145
H -22.3295 14.2005 12.2563  0.085
C -31.3780 -2.4254 14.4874  0.026
N -31.1833 -2.3767 13.0005  -0.356
C -32.3290 -2.7322 12.1801  -0.007
C -30.9317 -0.9102 12.7368  0.004
C -29.9481 -3.1215 12.5157  -0.062
C -30.1033 -4.6499 12.3712  -0.235
O -30.7489 -5.2856 13.4437  -0.096
H -32.2179 -1.7791 14.6723  0.072
H -30.4472 -1.9271 14.8691  0.130
H -31.3808 -3.4447 14.7569  0.068
H -32.4550 -3.7561 12.3476  0.085
H -32.1602 -2.4647 11.1117  0.134
H -33.2250 -2.2155 12.4983  0.086
H -31.7229 -0.2751 13.1583  0.123
H -30.8092 -0.7357 11.6738  0.109
H -29.9917 -0.6430 13.1596  0.100
H -29.2732 -2.8158 13.3202  0.134
H -29.8050 -2.7669 11.5029  0.134
H -29.0682 -5.0848 12.2066  0.136
H -30.6393 -4.9611 11.4746  0.122
H -30.1108 -5.2724 14.1880  0.036
C -38.4928 -0.3586 15.6789  -0.004
N -37.4944 -0.8643 14.6582  -0.304
C -38.1570 -1.4014 13.3938  0.042
C -36.5865 0.3224 14.3443  0.037
C -36.8135 -2.0154 15.4211  -0.090
C -35.8914 -2.8273 14.5592  -0.253
O -34.6714 -2.1931 14.3028  -0.129
H -37.9785 -0.0449 16.5753  0.097
H -39.1818 -1.1993 16.0008  0.133
H -39.0227 0.4594 15.2322  0.097
H -39.1865 -1.0576 13.3677  0.103
H -38.2908 -2.4660 13.4617  0.105
H -37.6689 -0.9410 12.5785  0.096
H -36.2168 0.7761 15.2312  0.088
H -37.2484 0.9955 13.8245  0.103
H -35.7795 0.0974 13.7085  0.090
H -37.6490 -2.6593 15.8955  0.170
H -36.2520 -1.6035 16.2122  0.094
H -36.2848 -3.1391 13.5972  0.113
H -35.6289 -3.8092 15.0150  0.134
H -34.1754 -2.0777 15.2051  0.048
C -28.1316 -4.5107 16.1678  -0.375
O -27.1797 -4.7487 15.3143  -0.033
O -29.3093 -4.6487 15.8224  -0.031
C -28.4676 -7.9390 15.8296  -1.049
F -29.3071 -7.6182 15.0608  0.201
F -27.2789 -7.7049 15.6171  0.137
F -28.6755 -7.6522 17.0228  0.128
C -25.7751 -4.7783 15.7771  -0.204
C -24.9020 -5.3589 14.6992  -0.097
H -23.8203 -5.2496 15.1022  0.098
H -24.8673 -6.5322 14.5644  0.100
H -24.7997 -4.9527 13.6655  0.074
H -25.7934 -5.3590 16.7111  0.121
H -25.5803 -3.7215 15.9880  0.121
H -28.0291 -4.6897 17.2640  0.159
C -12.4962 4.3094 8.0849  -0.265
O -13.2120 3.7671 6.9720  -0.098
O -12.9877 4.5418 9.1897  0.027
C -29.0761 4.7927 13.9008  -0.357
F -28.2872 3.9268 14.4433  -0.018
F -28.8952 6.1354 14.1828  -0.099
F -28.2443 4.5117 12.1937  -0.523
C -14.7157 4.1686 7.0181  -0.144
C -15.4242 3.2124 6.0210  -0.053
H -14.8408 3.2368 5.1293  0.068
H -15.4118 2.1791 6.3610  0.081
H -16.3804 3.5166 5.7900  0.041
H -14.7028 5.1723 6.7311  0.086
H -14.9961 4.1597 8.0973  0.111
H -11.4089 4.2393 7.8690  0.145
C -25.9552 -5.2777 8.5627  -0.395
O -25.1738 -5.2277 10.0105  -0.182
O -25.2541 -5.9527 7.7030  -0.143
C -27.2522 -5.8619 8.9864  -0.534
F -27.8210 -4.9920 9.9946  0.037
F -28.1267 -5.9682 8.0046  0.175
F -27.0359 -7.0755 9.5050  0.136
C -24.0144 -4.4381 9.9636  -0.365
C -24.3409 -3.0805 10.4032  -0.100
H -23.5084 -2.4424 10.6837  0.079
H -24.8797 -2.6888 9.5796  0.054
H -25.1170 -2.9468 11.1571  0.081
H -23.5831 -4.4214 8.9055  0.131
H -23.2856 -4.8755 10.6761  0.110
H -26.1315 -4.1595 8.3386  0.165
C -33.6133 -1.1763 17.6496  -0.431
O -34.9276 -1.3155 18.2690  -0.122
O -33.4966 -1.9786 16.5994  -0.202
C -33.2754 0.3144 17.2871  -0.501
F -34.0169 0.9577 16.3371  0.118
F -33.3557 1.0321 18.4596  0.085
F -32.0260 0.5162 16.9103  0.162
C -35.0672 -1.0049 19.6673  -0.280
C -36.3717 -0.4095 20.0555  -0.068
H -36.5783 -0.7811 21.0762  0.092
H -36.3665 0.6903 20.1238  0.078
H -37.1036 -0.6387 19.3053  0.060
H -34.2808 -0.3074 19.9671  0.112
H -34.8763 -1.9024 20.2327  0.097
H -32.9211 -1.5289 18.5300  0.150